A molecular structure, C3H4LiO4Sm in a non-equilibrium geometry. Source: the Open Molecules 2025 dataset; level of theory: ωB97M-V/def2-TZVPD.

```
13
Properties=species:S:1:pos:R:3:forces:R:3
H -3.918634 1.572850 0.802924 -0.74 1.39 -0.89
C -3.777284 0.842384 0.004816 4.16 -3.45 1.65
C -3.644191 -0.593912 -0.016594 -1.83 -1.18 -0.85
O -2.521254 0.330411 -0.291556 -2.85 2.87 0.04
H -3.524031 -1.151323 0.915495 -0.41 0.16 0.04
H -3.951179 -1.154799 -0.900765 -0.06 0.05 0.05
O 2.180160 -0.191311 -0.016949 -3.62 -1.06 -1.10
C 3.274715 0.469755 -0.250325 2.41 2.21 3.63
O 3.472072 1.651818 -0.077927 -1.23 -0.74 -1.52
Sm -0.118594 0.522592 -0.020286 3.15 0.41 -0.02
H 5.129252 0.112653 0.033653 -0.45 -0.55 -0.40
Li 3.092259 -2.006782 -0.028451 0.70 0.18 0.05
O 4.306703 -0.404338 -0.154040 0.78 -0.28 -0.68
```
Forces are in eV/Å.

Computed properties:
- calculated total energy (hartree) = -1081.943668
- relative energy (zero: lowest compared OMol25 entry of this formula, charge and spin) (kJ/mol) = 589.0
- HOMO energy (spin up / spin down) (eV) = -20.2332 / -20.2415
- LUMO level (spin up / spin down) (Ha) = -0.6137 / -0.5835
- charge = +3
- multiplicity = 7
- gap between HOMO and LUMO (spin up / spin down) (eV) = 3.53 / 4.36

Mulliken population analysis, charges in e, atoms 1 to 6: 0.394, 0.329, -0.221, -0.289, 0.341, 0.322

=====

A molecular structure, C12H56B8Ca3O3 in a non-equilibrium geometry. Source: the Open Molecules 2025 dataset; level of theory: ωB97M-V/def2-TZVPD.

```
82
Properties=species:S:1:pos:R:3:forces:R:3
Ca -1.103604 -3.927468 -2.965564 -0.65 -0.81 1.91
Ca 0.870860 -1.189491 5.024590 -0.31 -1.84 -0.10
Ca -3.982454 0.771616 0.118844 0.55 -1.73 0.99
B -3.362734 -0.575920 -3.716617 0.26 -0.22 0.40
H -3.257449 -1.036307 -4.686774 0.25 -1.64 -3.78
H -2.413598 -0.306181 -3.280000 4.36 1.08 1.58
H -3.938686 0.335361 -3.671103 -2.51 3.79 -0.29
H -3.809692 -1.233846 -2.987495 -2.03 -3.10 2.91
B -4.147271 -6.369460 -1.549168 0.63 -0.31 0.38
H -3.761667 -7.375973 -1.499348 1.68 -3.79 -0.14
H -5.196503 -6.366410 -1.297495 -4.16 0.28 0.81
H -3.652246 -5.772287 -0.799119 2.18 2.58 3.07
H -4.077401 -5.934195 -2.534000 0.53 1.99 -4.90
B 4.306312 -2.577934 6.543798 -0.52 0.57 -0.04
H 4.205484 -2.664291 5.473002 -0.44 0.20 -4.76
H 3.383437 -2.925907 6.981367 -3.93 -1.99 1.85
H 5.131468 -3.221053 6.807885 3.11 -2.36 1.22
H 4.347290 -1.589062 6.973581 0.80 4.36 1.30
B -0.013043 -1.590049 0.487201 -0.29 0.09 -0.12
H 0.488404 -1.724499 -0.458694 2.39 -0.25 -4.03
H -0.972537 -2.074628 0.393402 -4.09 -2.22 -0.25
H 0.538787 -2.086186 1.270516 2.23 -1.89 3.26
H -0.239851 -0.560850 0.718586 -0.63 4.53 0.77
B -1.162666 -4.619663 5.932806 0.81 -0.01 0.16
H -1.043754 -3.855230 6.684957 0.26 3.27 3.79
H -2.072321 -5.195232 6.006983 -3.83 -1.70 0.55
H -1.257039 -4.083861 5.001001 0.04 2.15 -4.54
H -0.366563 -5.339664 6.042622 3.45 -2.47 -0.02
B -6.154937 -2.554225 2.378162 -0.21 0.24 0.44
H -5.686117 -3.141828 3.152226 2.13 -2.12 2.74
H -7.098925 -2.975130 2.068408 -3.91 -1.35 -1.25
H -6.264470 -1.545092 2.744108 -0.79 4.44 1.70
H -5.575455 -2.557671 1.468002 3.01 -0.15 -4.22
B 1.196413 -7.038369 -1.334756 -0.68 0.25 -0.10
H 1.717550 -6.173958 -1.716160 2.55 3.89 -1.84
H 1.873771 -7.773358 -0.928294 2.87 -2.69 1.46
H 0.516684 -6.701367 -0.567531 -2.66 1.34 3.13
H 0.597183 -7.504959 -2.101210 -2.45 -1.95 -3.40
B -2.646138 1.381966 3.987184 -0.03 -0.54 0.03
H -1.584837 1.560720 4.064158 4.71 0.81 0.23
H -2.807819 0.409455 3.548657 -0.66 -4.11 -1.80
H -3.092577 1.405680 4.969207 -1.89 0.17 3.60
H -3.081165 2.133883 3.347177 -1.87 3.54 -2.88
C -2.688867 7.660986 -0.874880 -0.23 -1.10 1.00
C -1.807850 7.361448 -2.010399 0.54 -0.73 -1.94
C -2.049591 5.842396 -2.215234 0.34 -0.40 -0.12
O -2.467467 5.276286 -0.996923 0.29 1.17 2.08
C -2.443039 6.373693 -0.061142 -1.48 -0.36 0.43
H -3.680397 7.626055 -1.326270 -0.43 0.38 0.73
H -2.472111 8.541228 -0.269663 -0.20 0.10 -0.30
H -0.748066 7.531887 -1.820891 -0.02 0.10 0.00
H -2.115545 7.856372 -2.931522 0.31 0.30 -0.01
H -1.094437 5.368684 -2.441926 -0.25 -0.19 -0.91
H -2.932060 5.545052 -2.781754 0.70 0.54 -1.49
H -1.492256 6.429540 0.468939 0.08 -0.07 0.10
H -3.273990 6.163661 0.612284 0.30 0.13 0.44
C 3.145358 0.364322 -6.765001 -0.91 -0.15 1.75
C 4.160954 -0.203132 -5.746072 1.00 -0.20 -1.12
C 3.598157 -1.475397 -5.170222 -2.09 -0.50 -0.75
O 2.172163 -1.572192 -5.657756 1.32 0.16 3.51
C 1.995332 -0.712453 -6.709131 1.31 0.25 -2.10
H 3.588919 0.569364 -7.739329 -0.27 -0.31 0.00
H 2.781291 1.304461 -6.350639 -0.13 0.13 -0.24
H 4.505538 0.510936 -4.998102 -0.28 -0.03 -0.02
H 5.033575 -0.526633 -6.313494 0.34 0.32 0.09
H 3.642619 -1.487883 -4.081208 -0.32 -0.33 -0.13
H 4.016846 -2.373171 -5.624978 0.55 0.07 0.41
H 0.985806 -0.301457 -6.702512 0.08 -0.01 -0.15
H 2.198939 -1.399014 -7.530885 -0.71 0.51 -1.18
C 4.247130 3.330770 1.190521 0.39 0.00 0.83
C 4.058116 4.442867 2.284084 -0.09 -1.02 -0.34
C 3.334489 3.710485 3.459619 0.98 0.54 -1.70
O 3.400108 2.319131 3.102746 -1.33 0.25 1.44
C 4.343165 2.048163 2.083764 -0.22 1.36 0.12
H 5.155178 3.550871 0.629184 0.04 -0.25 -0.06
H 3.418643 3.307323 0.482592 -0.11 -0.21 0.20
H 3.502467 5.304049 1.912982 0.09 -0.02 0.04
H 5.047770 4.749971 2.622287 -0.04 0.21 -0.09
H 2.317216 4.092046 3.547236 -0.22 -0.65 0.03
H 3.877218 4.000397 4.359338 -0.03 -0.68 0.38
H 4.079930 1.067837 1.686575 -0.03 0.30 -0.42
H 5.308623 1.963979 2.582680 0.46 0.05 -0.36
```
Forces are in eV/Å.

Computed properties:
- calculated total energy (hartree) = -2946.920829
- HOMO energy (eV) = -3.5922
- LUMO level (Ha) = -0.0045
- charge = -2
- gap between HOMO and LUMO (eV) = 3.47

Mulliken population analysis, charges in e, atoms 1 to 6: 1.380, 1.474, 1.451, 0.191, -0.256, -0.213

=====

A molecular structure, C32H23NO15PS2 in a non-equilibrium geometry. Source: the Open Molecules 2025 dataset; level of theory: ωB97M-V/def2-TZVPD.

```
74
Properties=species:S:1:pos:R:3:forces:R:3
C 0.659206 -4.885170 3.515666 0.56 -0.64 1.03
C 0.563751 -4.582510 2.373740 -0.05 0.24 -2.37
S 0.687427 -4.263476 0.639769 0.25 -0.47 -1.32
O 0.329503 -5.445084 -0.108903 0.20 -0.49 0.63
O -0.203781 -3.171775 0.351670 0.04 0.77 0.66
N 2.235042 -3.953867 0.280099 -1.06 0.86 2.00
S 2.981661 -2.933661 1.318363 2.25 -0.95 -1.20
O 4.102860 -2.352855 0.603479 -0.51 0.65 -0.74
O 3.460031 -3.551614 2.530598 -1.10 -0.19 0.63
P 1.778081 -1.220207 1.886833 -1.41 0.19 0.96
O 1.020327 -1.402634 3.148344 0.08 -0.07 0.34
H 0.991142 -5.276958 4.443823 -0.32 0.20 0.32
H 0.864842 -0.897862 0.864103 0.77 -0.27 -0.41
H 2.689972 -0.155863 2.004197 0.52 -0.76 -0.37
C -2.869511 -4.977187 -4.952649 -0.04 -0.04 -0.09
C -2.631371 -6.252682 -5.242128 -0.06 0.02 -0.08
C -1.764562 -7.088373 -4.375356 -0.14 -0.06 0.33
O -1.547821 -8.255860 -4.645616 -0.07 -0.01 -0.07
C -1.176394 -6.452031 -3.177476 0.02 -0.03 0.00
C -1.412347 -5.175394 -2.883443 0.05 0.16 0.10
C -2.278923 -4.336218 -3.748235 0.09 -0.03 0.08
O -2.502223 -3.174642 -3.490002 -0.08 0.02 -0.08
H -3.498279 -4.350342 -5.572749 0.01 0.03 0.02
H -3.052616 -6.737671 -6.114476 0.02 -0.04 0.01
H -0.546964 -7.077319 -2.556559 0.01 0.03 0.03
H -0.987409 -4.694358 -2.008562 0.01 -0.05 0.02
C 0.551092 4.140207 3.003803 0.02 0.01 0.04
C 0.678354 2.868472 2.635969 -0.09 0.01 0.14
C 1.484729 2.490123 1.454388 -0.06 -0.10 -0.02
O 1.596541 1.326644 1.124593 -0.22 0.97 -0.29
C 2.146317 3.576185 0.696116 0.08 0.09 -0.04
C 2.018654 4.848224 1.063503 0.04 -0.04 -0.03
C 1.212041 5.228618 2.247338 -0.03 0.02 -0.04
O 1.097860 6.389660 2.586660 0.11 0.00 0.12
H -0.034836 4.435075 3.864440 -0.05 0.03 -0.06
H 0.204461 2.056477 3.175438 0.02 -0.05 -0.06
H 2.731408 3.276353 -0.163985 -0.02 -0.05 0.01
H 2.491959 5.657326 0.522760 -0.04 0.03 0.01
C -1.638792 9.486892 1.245249 0.03 -0.08 -0.03
C -0.929975 8.365468 1.136200 0.05 0.15 0.10
C -1.287423 7.325821 0.140122 0.03 -0.02 0.05
O -0.645140 6.303156 0.038684 -0.03 -0.05 -0.11
C -2.462267 7.583828 -0.728650 -0.09 0.03 -0.06
C -3.169423 8.704994 -0.618068 0.01 -0.08 -0.05
C -2.812310 9.745407 0.377516 -0.01 0.06 0.05
O -3.456832 10.768485 0.475920 -0.02 0.01 -0.02
H -1.395044 10.257195 1.965733 -0.03 0.02 -0.01
H -0.070214 8.158933 1.760316 0.00 -0.09 -0.03
H -2.706456 6.813440 -1.449192 0.03 -0.03 0.02
H -4.029729 8.910858 -1.242204 -0.01 0.04 0.02
C 0.650510 -7.228614 -6.667691 0.03 0.02 -0.02
C 0.810779 -8.501792 -7.016429 -0.04 -0.02 0.04
C 1.637960 -8.879370 -8.187015 -0.02 -0.05 0.05
O 1.785098 -10.039526 -8.510079 0.02 0.00 -0.04
C 2.281003 -7.782833 -8.953231 0.03 0.09 -0.04
C 2.120063 -6.509569 -8.604345 0.05 -0.06 -0.08
C 1.291345 -6.132089 -7.431933 -0.02 0.03 0.08
O 1.145700 -4.971963 -7.114420 -0.02 0.03 -0.05
H 0.049286 -6.940392 -5.816390 0.22 0.04 -0.16
H 0.348522 -9.312424 -6.467015 -0.02 0.02 0.01
H 2.881670 -8.078612 -9.804187 -0.01 -0.05 0.01
H 2.580052 -5.696190 -9.151297 -0.01 0.03 0.04
C -1.570553 5.507829 7.498303 -0.02 0.06 0.08
C -0.954350 5.569672 8.675263 -0.07 0.04 -0.06
C 0.076088 4.572985 9.057982 0.04 -0.03 0.04
O 0.635603 4.629039 10.131528 0.00 0.02 0.02
C 0.393694 3.506344 8.077400 0.00 -0.04 -0.07
C -0.222659 3.444481 6.899960 0.07 -0.03 0.02
C -1.252570 4.441298 6.518237 -0.02 -0.06 -0.01
O -1.813538 4.387133 5.444205 0.00 0.04 0.01
H -2.325180 6.224865 7.200959 0.00 -0.02 -0.05
H -1.172151 6.340820 9.403162 0.03 -0.02 0.03
H 1.148056 2.788890 8.373916 0.00 0.02 0.03
H -0.004494 2.672428 6.172245 -0.03 0.00 -0.01
```
Forces are in eV/Å.

Computed properties:
- calculated total energy (hartree) = -3554.072546
- HOMO energy (eV) = -6.1779
- LUMO level (Ha) = -0.0158
- charge = -1
- gap between HOMO and LUMO (eV) = 5.75

Mulliken population analysis, charges in e, atoms 1 to 6: 0.267, -0.731, 1.107, -0.676, -0.645, -0.427